Molecular formula: C36H30N3O4S
Method: DFT, ωB97M-V with the def2-TZVPD basis set

Last columns: bonded neighbours and bond lengths (Å).
CARTESIAN COORDINATES (ANGSTROEM)
1 S 0.1439 -2.9500 -0.9866  N7 1.662, N8 1.654, C44 1.828
2 O 4.4543 -1.2300 -4.7247  C33 1.219
3 O -6.2500 -1.8642 7.5109  C13 1.212
4 O -4.1561 2.4286 5.1089  C34 1.214
5 O 6.3279 3.0571 -7.3176  C21 1.211
6 N -2.0079 -2.3216 0.4167  C25 1.331, C44 1.300
7 N 0.5420 -3.6025 0.4887  S1 1.662, H57 1.019, H72 1.016
8 N 1.2830 -1.9173 -1.5974  S1 1.654, C32 1.479, H70 1.013
9 C -7.6359 2.9309 7.3762  C40 1.391, C42 1.385, H73 1.082
10 C 1.8536 0.1257 -0.1749  C30 1.544, C32 1.550, H49 1.090, H50 1.094
11 C 3.0630 1.1586 -4.4238  C27 1.385, C43 1.386, H68 1.082
12 C -5.8779 1.5699 6.4685  C16 1.398, C34 1.486, C42 1.389
13 C -5.7950 -0.8925 6.9473  O3 1.212, C16 1.488, C26 1.492
14 C 4.0607 3.4092 -5.7154  C17 1.389, C19 1.385, H51 1.082
15 C -2.3585 -1.2793 4.4482  C20 1.392, C29 1.384, H55 1.084
16 C -6.4358 0.4435 7.0806  C12 1.398, C13 1.488, C24 1.389
17 C 4.6925 2.1817 -5.8716  C14 1.389, C21 1.491, C43 1.393
18 C -3.9805 -2.2576 5.9304  C20 1.385, C26 1.390, H61 1.082
19 C 2.9306 3.5086 -4.9206  C14 1.385, C27 1.392, H65 1.082
20 C -2.8731 -2.3908 5.1101  C15 1.392, C18 1.385, H63 1.083
21 C 5.8882 2.0779 -6.7562  O5 1.211, C17 1.491, C28 1.489
22 C 6.0482 -0.3746 -6.2375  C28 1.399, C33 1.485, C36 1.390
23 C -4.0485 0.1037 5.4461  C26 1.395, C29 1.389, C34 1.491
24 C -7.6009 0.5674 7.8264  C16 1.389, C40 1.385, H46 1.082
25 C -3.0433 -1.5456 0.7300  N6 1.331, C41 1.371, H67 1.082
26 C -4.5780 -1.0131 6.0926  C13 1.492, C18 1.390, C23 1.395
27 C 2.4274 2.3805 -4.2788  C11 1.385, C19 1.392, H59 1.083
28 C 6.5210 0.7417 -6.9351  C21 1.489, C22 1.399, C37 1.388
29 C -2.9408 -0.0353 4.6198  C15 1.384, C23 1.389, H54 1.082
30 C 0.8840 0.0968 1.0263  C10 1.544, H47 1.091, H52 1.090, H53 1.092
31 C 7.7507 -1.7281 -7.2564  C36 1.385, C38 1.391, H64 1.082
32 C 2.2583 -1.2804 -0.6867  N8 1.479, C10 1.550, H66 1.092, H71 1.093
33 C 4.8700 -0.2644 -5.3409  O2 1.219, C22 1.485, C43 1.488
34 C -4.6536 1.4534 5.6336  O4 1.214, C12 1.486, C23 1.491
35 C -1.4386 -0.7719 -1.3318  C39 1.383, C44 1.358, H69 1.080
36 C 6.6743 -1.6053 -6.3941  C22 1.390, C31 1.385, H62 1.081
37 C 7.5966 0.6104 -7.8029  C28 1.388, C38 1.385, H48 1.081
38 C 8.2061 -0.6226 -7.9673  C31 1.391, C37 1.385, H74 1.082
39 C -2.5165 0.0334 -1.0132  C35 1.383, C41 1.367, H58 1.079
40 C -8.2014 1.8070 7.9700  C9 1.391, C24 1.385, H60 1.082
41 C -3.2810 -0.3852 0.0403  C25 1.371, C39 1.367, H45 1.084
42 C -6.4774 2.8132 6.6270  C9 1.385, C12 1.389, H56 1.081
43 C 4.1974 1.0573 -5.2141  C11 1.386, C17 1.393, C33 1.488
44 C -1.2789 -1.8817 -0.5653  S1 1.828, N6 1.300, C35 1.358
45 H -4.1410 0.2101 0.3258  C41 1.084
46 H -8.0389 -0.3056 8.2909  C24 1.082
47 H 0.8925 -0.8401 1.5851  C30 1.091
48 H 7.9539 1.4711 -8.3516  C37 1.081
49 H 1.5403 0.7803 -0.9876  C10 1.090
50 H 2.7942 0.5476 0.1900  C10 1.094
51 H 4.4511 4.2835 -6.2184  C14 1.082
52 H -0.1264 0.3854 0.7374  C30 1.090
53 H 1.1968 0.8758 1.7248  C30 1.092
54 H -2.5385 0.8305 4.1100  C29 1.082
55 H -1.4984 -1.3857 3.7974  C15 1.084
56 H -6.0397 3.6858 6.1617  C42 1.081
57 H 0.2932 -2.9520 1.2325  N7 1.019
58 H -2.7215 0.9466 -1.5503  C39 1.079
59 H 1.5392 2.4595 -3.6641  C27 1.083
60 H -9.1117 1.9005 8.5474  C40 1.082
61 H -4.3857 -3.1197 6.4428  C18 1.082
62 H 6.3168 -2.4658 -5.8454  C36 1.081
63 H -2.4115 -3.3615 4.9812  C20 1.083
64 H 8.2346 -2.6880 -7.3805  C31 1.082
65 H 2.4376 4.4645 -4.8021  C19 1.082
66 H 2.5939 -1.8905 0.1542  C32 1.092
67 H -3.6841 -1.8484 1.5474  C25 1.082
68 H 2.6697 0.2852 -3.9206  C11 1.082
69 H -0.7682 -0.5250 -2.1411  C35 1.080
70 H 1.7026 -2.2839 -2.4438  N8 1.013
71 H 3.1492 -1.1052 -1.2944  C32 1.093
72 H 1.5198 -3.8727 0.5387  N7 1.016
73 H -8.1035 3.8993 7.4960  C9 1.082
74 H 9.0399 -0.7240 -8.6494  C38 1.082

Results
orbital gap = 8.21 eV
HOMO level = -11.395 eV
multiplicity = 1
E_LUMO = -3.2 eV
strongest force on any atom = 2.1 eV/A
net charge = +1
total energy = -2253.02814 a.u.

These are the Mulliken partial charges, in e, on atoms 1 to 6: S 0.294; O -0.730; O -0.643; O -0.662; O -0.639; N -0.478